1.
{
  "formula": "C2H3N2P",
  "method": "ωB97M-V with the def2-TZVPD basis set",
  "orbital_gap_ev": [7.18, 8.55],
  "e_lumo_ev": [0.89, -1.50],
  "homo_energy_ev": [-6.3, -10.1],
  "spin_multiplicity": 3,
  "charge": 0,
  "species": ["P", "N", "N", "C", "C", "H", "H", "H"],
  "positions_angstrom": [[-3.282, -0.119, -0.413], [-1.926, 0.568, 0.017], [2.884, 0.227, 0.067], [-0.825, 1.022, 0.268], [3.267, -0.726, -0.388], [-3.080, -1.256, 0.551], [-0.686, 1.932, 0.792], [3.648, -1.647, -0.893]]
}

2.
{
  "formula": "C16H52O10",
  "method": "ωB97M-V with the def2-TZVPD basis set",
  "orbital_gap_ev": 10.10,
  "e_lumo_ev": 0.08,
  "homo_energy_ev": -10.0,
  "charge": 0,
  "species": ["O", "O", "O", "O", "O", "O", "O", "O", "O", "O", "C", "C", "C", "C", "C", "C", "C", "C", "C", "C", "C", "C", "C", "C", "C", "C", "H", "H", "H", "H", "H", "H", "H", "H", "H", "H", "H", "H", "H", "H", "H", "H", "H", "H", "H", "H", "H", "H", "H", "H", "H", "H", "H", "H", "H", "H", "H", "H", "H", "H", "H", "H", "H", "H", "H", "H", "H", "H", "H", "H", "H", "H", "H", "H", "H", "H", "H", "H"],
  "positions_angstrom": [[-26.450, 4.412, -1.950], [-24.629, 1.289, 4.197], [-14.825, 1.288, 4.964], [-20.270, -0.920, -3.272], [-18.227, 2.266, 2.550], [-20.183, 3.686, 5.606], [-14.722, 2.840, -2.018], [-19.769, -1.465, 1.165], [-11.637, 6.838, 0.673], [-22.433, 9.238, -0.720], [-22.643, 8.584, 0.552], [-14.132, 6.956, 0.761], [-22.094, 9.403, 1.697], [-21.184, -1.319, 1.192], [-20.622, 0.195, -4.092], [-21.734, -2.654, 0.677], [-19.618, 0.268, -5.236], [-13.687, 2.150, 5.140], [-25.023, 2.616, -1.294], [-19.530, 3.435, 0.817], [-14.031, 3.463, 5.651], [-26.460, 2.991, -1.631], [-18.195, 3.202, 1.500], [-12.866, 6.283, 0.197], [-24.337, 1.823, 5.415], [-23.346, 0.881, 6.058], [-21.181, 9.846, 1.300], [-14.973, 6.551, 0.199], [-19.993, 3.432, 6.509], [-15.366, 1.575, 4.224], [-17.430, 2.966, 0.760], [-19.698, -0.602, -5.888], [-11.584, 6.999, 1.618], [-14.568, 2.537, -2.913], [-24.303, 2.823, -2.085], [-13.191, 2.254, 4.175], [-26.756, 2.403, -2.500], [-14.491, 4.141, 4.932], [-21.929, 8.805, 2.594], [-12.844, 6.269, -0.893], [-14.134, 8.035, 0.602], [-23.823, 2.747, 5.150], [-12.952, 5.233, 0.475], [-22.802, 10.158, 2.037], [-23.702, 8.426, 0.758], [-21.637, -0.521, 0.604], [-20.076, 4.637, 5.597], [-25.462, 1.656, 3.894], [-20.276, 3.903, 1.458], [-17.935, 4.099, 2.061], [-21.590, -1.127, 2.186], [-22.970, 8.783, -1.372], [-24.900, 1.553, -1.086], [-22.212, 7.604, 0.347], [-27.236, 4.810, -1.568], [-23.797, -0.109, 5.984], [-18.613, 0.429, -4.847], [-14.858, 3.783, -2.104], [-14.275, 6.724, 1.817], [-21.599, -3.424, 1.437], [-13.169, 1.565, 5.900], [-19.641, -0.548, -2.649], [-19.953, 2.451, 0.613], [-14.512, 3.324, 6.619], [-22.333, 0.794, 5.665], [-27.084, 2.845, -0.749], [-25.244, 1.966, 6.001], [-18.810, 2.520, 3.270], [-19.454, -0.633, 1.525], [-21.204, -2.879, -0.248], [-22.789, -2.705, 0.405], [-13.087, 3.977, 5.834], [-23.176, 1.010, 7.127], [-20.604, 1.109, -3.499], [-19.272, 3.971, -0.096], [-19.883, 1.170, -5.789], [-24.666, 3.050, -0.360], [-21.643, -0.021, -4.407]]
}

3.
{
  "formula": "C21H29InN4O3SSb",
  "method": "ωB97M-V with the def2-TZVPD basis set",
  "orbital_gap_ev": 6.93,
  "e_lumo_ev": -3.54,
  "homo_energy_ev": -10.5,
  "charge": 1,
  "species": ["Sb", "In", "S", "O", "O", "O", "N", "N", "N", "N", "C", "C", "C", "C", "C", "C", "C", "C", "C", "C", "C", "C", "C", "C", "C", "C", "C", "C", "C", "C", "C", "H", "H", "H", "H", "H", "H", "H", "H", "H", "H", "H", "H", "H", "H", "H", "H", "H", "H", "H", "H", "H", "H", "H", "H", "H", "H", "H", "H", "H"],
  "positions_angstrom": [[1.989, 1.004, -2.384], [0.618, -1.037, -0.847], [-0.106, -3.394, -0.145], [-3.249, -0.395, -3.525], [2.335, -0.595, 0.380], [-1.017, -0.235, -1.858], [0.747, 0.270, 1.805], [-0.128, 0.161, 0.792], [-1.648, -2.608, 1.911], [-2.670, -2.823, -0.135], [0.584, 2.586, -2.052], [1.974, -0.118, 1.512], [2.999, 0.044, 2.551], [-0.554, -2.576, 2.856], [-2.299, 0.077, -4.462], [-4.517, 0.656, -1.848], [-3.300, 0.156, -2.270], [-1.336, 0.601, 0.938], [3.504, 1.929, -1.169], [-4.011, -2.606, 0.366], [5.009, 0.422, 4.427], [-2.373, 0.580, -0.048], [5.327, -0.036, 3.158], [2.663, 1.631, -4.345], [2.678, 0.486, 3.835], [-3.643, 1.054, 0.341], [-2.181, 0.142, -1.389], [-1.577, -2.870, 0.617], [3.686, 0.668, 4.765], [-4.690, 1.110, -0.543], [4.329, -0.228, 2.224], [-2.528, 1.104, -4.760], [3.661, 2.938, -1.540], [-1.277, 0.021, -4.080], [3.145, 1.964, -0.145], [6.356, -0.235, 2.904], [-4.285, -3.396, 1.072], [4.564, -0.587, 1.231], [4.433, 1.370, -1.202], [-5.643, 1.511, -0.239], [3.446, 1.011, 5.761], [-1.574, 1.064, 1.899], [1.906, 1.424, -5.090], [-0.865, -3.068, 3.777], [0.342, 2.604, -0.994], [2.840, 2.698, -4.290], [-4.705, -2.624, -0.470], [-4.101, -1.628, 0.845], [-0.270, -1.544, 3.082], [0.309, -3.093, 2.440], [-3.790, 1.386, 1.360], [-2.558, -2.397, 2.298], [5.791, 0.586, 5.155], [-2.395, -0.583, -5.319], [-0.326, 2.428, -2.618], [-2.557, -3.027, -1.118], [1.648, 0.686, 4.087], [1.037, 3.530, -2.339], [3.581, 1.121, -4.603], [-5.326, 0.679, -2.562]]
}

4.
{
  "formula": "C15H17BF4N4STaTe",
  "method": "ωB97M-V with the def2-TZVPD basis set",
  "orbital_gap_ev": 5.84,
  "e_lumo_ev": -11.64,
  "homo_energy_ev": -17.5,
  "charge": 3,
  "species": ["Ta", "Te", "S", "F", "F", "F", "F", "N", "N", "N", "N", "C", "C", "C", "C", "C", "C", "C", "C", "C", "C", "C", "C", "C", "C", "C", "B", "H", "H", "H", "H", "H", "H", "H", "H", "H", "H", "H", "H", "H", "H", "H", "H", "H"],
  "positions_angstrom": [[0.536, 2.385, 0.100], [3.315, 2.423, -0.478], [0.848, 1.066, 1.994], [1.009, 3.803, 1.226], [-0.472, 4.508, -0.899], [-2.076, 5.766, 0.233], [-1.567, 3.558, 0.781], [-0.419, -0.514, 0.272], [0.235, -1.496, 2.348], [-0.319, 0.649, -0.401], [-0.393, -2.523, 1.998], [-1.309, 2.289, -3.526], [-1.400, -5.898, 2.824], [0.144, -0.407, 1.420], [0.085, -5.060, 4.578], [0.227, -3.860, 3.928], [-0.463, -3.700, 2.714], [3.374, 4.155, -1.712], [-2.884, 0.497, -3.049], [-0.723, -6.068, 4.031], [-2.445, 1.566, -3.846], [-2.226, 0.143, -1.882], [-1.096, 0.884, -1.583], [-0.595, 1.903, -2.390], [3.691, 0.971, -1.973], [-1.273, -4.705, 2.151], [-1.417, 4.692, 0.058], [-0.890, -2.502, 1.095], [0.597, -5.237, 5.513], [-0.821, -7.007, 4.561], [0.429, 2.300, -2.243], [3.619, -0.010, -1.514], [-1.782, -4.540, 1.208], [-2.991, 1.812, -4.748], [2.748, 4.013, -2.587], [-3.767, -0.051, -3.353], [4.709, 1.164, -2.302], [-2.596, -0.631, -1.228], [4.421, 4.253, -1.991], [3.063, 5.008, -1.115], [0.845, -3.068, 4.326], [-2.013, -6.693, 2.424], [-0.945, 3.074, -4.174], [2.985, 1.088, -2.789]]
}

5.
{
  "formula": "C18H19LiN5S",
  "method": "ωB97M-V with the def2-TZVPD basis set",
  "orbital_gap_ev": 5.73,
  "e_lumo_ev": 2.67,
  "homo_energy_ev": -3.1,
  "charge": -1,
  "species": ["S", "N", "N", "N", "N", "N", "C", "C", "C", "C", "C", "C", "C", "C", "C", "C", "C", "C", "C", "C", "C", "C", "C", "C", "Li", "H", "H", "H", "H", "H", "H", "H", "H", "H", "H", "H", "H", "H", "H", "H", "H", "H", "H", "H"],
  "positions_angstrom": [[0.482, 3.482, -1.115], [1.723, -0.382, 0.678], [-1.195, 2.243, 0.638], [-0.261, 1.296, 0.717], [2.598, -6.128, -2.042], [-1.818, 4.255, -0.241], [2.177, -2.765, -2.839], [-0.888, 3.260, -0.145], [-2.470, 5.364, 1.865], [0.620, -0.745, 1.361], [1.631, -1.520, -2.891], [-1.789, -0.134, 2.022], [0.565, -1.980, 2.029], [1.655, -2.818, 1.992], [-2.869, 4.423, 0.725], [-0.188, -2.264, -1.480], [-0.177, 0.049, -2.303], [2.789, -2.425, 1.288], [1.552, -3.808, -2.122], [0.411, -1.197, -2.220], [2.117, -5.074, -2.075], [2.758, -1.197, 0.653], [-0.476, 0.191, 1.355], [0.352, -3.514, -1.440], [0.989, 1.019, -0.692], [2.127, -0.728, -3.439], [3.103, -2.988, -3.354], [-1.190, 0.176, -1.949], [-3.074, 3.425, 1.117], [-1.680, -0.205, 3.106], [-2.488, 0.666, 1.783], [-2.186, -1.077, 1.643], [-3.763, 4.814, 0.222], [-3.306, 5.520, 2.544], [-1.637, 4.937, 2.418], [3.615, -0.844, 0.094], [-0.328, -2.277, 2.555], [-0.140, -4.311, -0.891], [1.629, -3.775, 2.492], [0.129, 0.733, -3.081], [-1.493, 5.076, -0.730], [-2.162, 6.331, 1.469], [-1.101, -2.043, -0.936], [3.658, -3.059, 1.221]]
}

Energy relative to the best compared isomer or geometry (same formula, charge and spin) values, unit kcal per mole, following the record order: 32.4; 106.0; 0.0; 0.0; 0.0.
Strongest force on any atom values, unit eV/Å, following the record order: 4.67; 3.17; 1.56; 1.68; 1.73.